## A
{
  "formula": "C4H11NO2",
  "method": "ωB97M-V with the def2-TZVPD basis set",
  "elements": ["C", "C", "C", "O", "N", "H", "H", "H", "H", "H", "H", "H", "C", "O", "H", "H", "H", "H"],
  "positions_angstrom": [[-0.050, -1.815, 2.271], [0.859, 2.342, -0.833], [1.195, 1.074, -0.222], [0.208, -1.684, 0.884], [1.828, 0.257, 0.319], [1.061, -1.041, 0.718], [-0.115, -0.836, 2.759], [0.743, -2.394, 2.751], [-0.997, -2.340, 2.395], [0.974, 2.280, -1.918], [-0.182, 2.561, -0.615], [1.492, 3.126, -0.418], [-1.288, -0.177, -1.704], [-0.960, 0.155, -0.374], [-0.625, -0.728, 0.189], [-2.061, -0.952, -1.735], [-0.415, -0.545, -2.258], [-1.667, 0.715, -2.208]],
  "nbo_charge": [-0.25, -0.73, 0.46, -0.77, -0.47, 0.50, 0.17, 0.17, 0.18, 0.26, 0.27, 0.26, -0.25, -0.80, 0.51, 0.17, 0.15, 0.17],
  "gap_ha": 0.3781,
  "charge": 0,
  "smiles": "CC#N.CO.CO"
}



## B
{
  "formula": "C4H11NO2",
  "method": "ωB97M-V with the def2-TZVPD basis set",
  "elements": ["C", "C", "C", "C", "H", "H", "H", "H", "H", "H", "H", "H", "H", "H", "H", "N", "O", "O"],
  "positions_angstrom": [[-1.172, -1.844, 0.159], [-2.000, -0.531, 0.007], [-1.956, 2.016, -0.012], [4.339, -0.067, -0.675], [-0.163, -1.568, 0.354], [-1.329, -2.413, -0.782], [-1.537, -2.429, 0.999], [-0.283, 0.622, 0.100], [-2.705, 2.257, -0.884], [-2.504, 2.140, 0.983], [-1.139, 2.703, 0.102], [4.577, 0.216, 1.387], [3.424, 0.198, -1.209], [5.139, 0.575, -0.924], [4.698, -1.155, -0.920], [-1.281, 0.623, -0.029], [-3.180, -0.557, -0.178], [3.870, 0.188, 0.694]],
  "nbo_charge": [-0.70, 0.68, -0.42, -0.24, 0.20, 0.24, 0.23, 0.39, 0.23, 0.20, 0.20, 0.47, 0.19, 0.17, 0.16, -0.63, -0.62, -0.75],
  "gap_ha": 0.3710,
  "charge": 0,
  "smiles": "CNC(C)=O.CO"
}



B wins, 75.1 kJ/mol ahead of the next structure.